No. 1
{"formula": "C25H31CoGeO4", "method": "wB97M-V/def2-TZVPD", "symbols": ["Co", "C", "C", "O", "C", "C", "O", "C", "C", "O", "C", "C", "O", "H", "H", "H", "H", "H", "H", "H", "H", "H", "H", "H", "H", "H", "H", "H", "H", "C", "Ge", "C", "C", "C", "C", "C", "C", "C", "C", "C", "C", "C", "C", "C", "C", "C", "C", "H", "H", "H", "H", "H", "H", "H", "H", "H", "H", "H", "H", "H", "H", "H"], "xyz": [[0.0611, 0.1476, -0.4396], [-0.2685, 2.9747, -0.4635], [1.1482, 2.8463, 0.1134], [1.5399, 1.4508, 0.2290], [2.0348, 1.0560, 1.5409], [1.6958, -0.4003, 1.7815], [0.2867, -0.5107, 1.5061], [-0.3315, -1.8091, 1.5522], [-1.7727, -1.5835, 1.1389], [-1.8159, -0.6884, -0.0054], [-2.8352, 0.3470, 0.0682], [-2.3185, 1.6010, -0.6010], [-1.0090, 1.8143, -0.0397], [-0.7450, 3.8703, -0.0639], [-0.2619, 3.0238, -1.5533], [1.8511, 3.3396, -0.5555], [1.2193, 3.3035, 1.0979], [3.1145, 1.2009, 1.5810], [1.5566, 1.6832, 2.2924], [2.2526, -1.0768, 1.1267], [1.9082, -0.6616, 2.8190], [0.1989, -2.4890, 0.8785], [-0.2951, -2.2181, 2.5626], [-2.2381, -2.5308, 0.8680], [-2.3357, -1.1309, 1.9531], [-3.7431, -0.0002, -0.4257], [-3.0498, 0.5440, 1.1178], [-2.2354, 1.4998, -1.6871], [-2.9787, 2.4387, -0.3710], [1.6789, -1.3287, -1.8414], [0.3081, -0.2846, -2.8077], [0.8839, 1.4229, -3.4052], [0.0530, 2.1306, -4.2827], [0.4542, 3.3652, -4.7677], [1.6848, 3.8931, -4.3896], [2.5209, 3.1924, -3.5271], [2.1190, 1.9625, -3.0264], [-0.9534, -1.2005, -3.8940], [-2.1821, -1.5467, -3.3869], [-3.1456, -2.1804, -4.2012], [-2.8478, -2.4572, -5.5025], [-1.5867, -2.1255, -6.0600], [-1.2765, -2.4294, -7.4094], [-0.0600, -2.1115, -7.9326], [0.9119, -1.4701, -7.1305], [0.6404, -1.1664, -5.8293], [-0.6165, -1.4843, -5.2539], [2.2844, -1.7364, -2.6574], [1.2572, -2.1806, -1.3062], [2.3487, -0.7499, -1.2031], [-0.8906, 1.7048, -4.6076], [-0.1802, 3.9100, -5.4541], [2.0010, 4.8507, -4.7825], [3.4861, 3.6012, -3.2576], [2.7771, 1.4216, -2.3551], [-2.4220, -1.3505, -2.3477], [-4.1104, -2.4466, -3.7910], [-3.5787, -2.9463, -6.1349], [-2.0251, -2.9219, -8.0176], [0.1684, -2.3483, -8.9628], [1.8752, -1.2204, -7.5549], [1.4035, -0.6653, -5.2391]], "forces_ev_per_angstrom": [[0.0, 0.5, 0.1], [-0.1, -0.1, 0.1], [0.1, -0.1, 0.0], [0.0, 0.0, 0.1], [0.1, 0.0, -0.1], [-0.2, 0.0, 0.0], [0.2, -0.3, 0.0], [0.1, 0.1, 0.1], [-0.1, 0.0, -0.1], [-0.1, 0.0, 0.0], [0.0, -0.2, 0.0], [0.1, 0.1, 0.1], [-0.1, 0.1, -0.1], [0.0, 0.0, 0.0], [0.0, 0.0, 0.0], [0.0, 0.0, 0.0], [-0.1, 0.0, 0.0], [0.0, 0.0, 0.0], [0.0, 0.0, 0.0], [0.0, 0.0, 0.0], [0.0, 0.0, 0.0], [0.0, 0.0, 0.0], [0.0, 0.0, 0.0], [0.0, 0.0, 0.0], [0.0, 0.0, 0.0], [0.0, 0.0, 0.0], [0.0, 0.0, 0.0], [0.0, 0.0, 0.0], [0.0, 0.0, 0.0], [-0.1, 0.0, 0.2], [-0.1, -0.3, -0.2], [0.2, 0.2, 0.0], [0.1, 0.1, 0.0], [0.0, 0.0, 0.0], [0.0, 0.0, 0.0], [0.0, 0.0, 0.0], [0.0, 0.1, 0.0], [-0.1, -0.1, -0.1], [-0.1, -0.1, 0.0], [0.1, 0.1, 0.1], [0.0, 0.0, -0.1], [-0.1, 0.0, 0.0], [-0.1, 0.0, 0.1], [0.1, 0.1, 0.0], [0.0, -0.1, -0.1], [-0.1, 0.0, 0.1], [0.0, 0.0, 0.0], [0.0, 0.0, 0.0], [0.1, 0.0, 0.0], [0.1, 0.0, 0.0], [0.0, 0.0, 0.0], [0.0, 0.0, 0.0], [0.0, 0.0, 0.0], [0.0, 0.0, 0.0], [0.0, 0.0, 0.0], [0.0, 0.0, 0.0], [0.0, 0.0, 0.0], [0.0, 0.0, 0.0], [0.0, 0.0, 0.0], [0.0, 0.0, 0.0], [0.0, 0.0, 0.0], [0.0, 0.0, 0.0]], "homo_lumo_gap_ev": [5.753, 6.615], "homo_ha": [-0.4861, -0.4862], "multiplicity": 3, "mol_weight_g_mol": 527.062, "charge": 2}



No. 2
{"formula": "C3H5N3O", "method": "wB97M-V/def2-TZVPD", "symbols": ["O", "C", "C", "N", "C", "N", "N", "H", "H", "H", "H", "H"], "xyz": [[-1.7098, 1.1214, 0.4202], [-1.7164, -0.2439, 0.0146], [-0.2662, -0.5423, -0.1838], [0.5241, -0.6067, 0.9327], [1.6875, -0.1924, 0.4906], [1.6101, 0.0630, -0.8285], [0.3590, -0.1495, -1.2765], [-0.8747, 1.2383, 0.8969], [-2.2909, -0.3105, -0.9116], [-2.1653, -0.8787, 0.7866], [2.5678, -0.0156, 1.0927], [2.2748, 0.5168, -1.4338]], "forces_ev_per_angstrom": [[-0.1, 0.1, 0.2], [-0.1, -0.3, -0.2], [-0.1, 0.3, 0.0], [0.2, 0.2, -0.1], [0.1, 0.0, 0.0], [0.2, 0.0, 0.0], [0.0, 0.0, 0.3], [-0.4, 0.2, 0.1], [0.1, -0.1, 0.1], [0.1, 0.0, -0.1], [0.0, -0.2, -0.2], [0.1, -0.2, 0.0]], "de_lowest_kcal_mol": 36.2, "smiles": "OCc1nc[nH]n1", "homo_lumo_gap_ev": 10.859, "homo_ha": -0.3700, "mol_weight_g_mol": 99.093}



No. 3
{"formula": "C3H5BrClF", "method": "wB97M-V/def2-TZVPD", "symbols": ["C", "C", "F", "Br", "C", "Cl", "H", "H", "H", "H", "H"], "xyz": [[0.0770, -1.2331, 0.4317], [-0.3323, 0.2535, 0.3395], [-0.3058, 1.0020, 1.5323], [-2.4077, 0.0555, -0.2071], [0.4719, 0.9920, -0.7440], [2.1861, 1.2263, -0.1904], [-0.6615, -1.6353, 1.1744], [-0.3972, -1.6884, -0.4688], [1.0835, -1.3728, 0.6318], [0.0225, 1.9583, -0.8959], [0.2636, 0.4422, -1.6035]], "forces_ev_per_angstrom": [[-4.8, 0.9, 0.4], [-0.2, 0.1, 0.4], [-0.1, -1.5, -1.6], [1.8, 0.7, 0.3], [-1.2, 0.9, 2.3], [-1.0, -0.4, -0.7], [1.3, 0.0, 0.0], [1.3, 0.2, 0.2], [1.8, -0.5, 0.3], [0.2, 0.5, 0.1], [0.8, -1.0, -1.7]], "de_lowest_kcal_mol": 8.1, "smiles": "C[C@](F)(Br)CCl", "homo_lumo_gap_ev": 10.625, "homo_ha": -0.3917, "mol_weight_g_mol": 175.428}



No. 4
{"formula": "C20H24N4O3S", "method": "wB97M-V/def2-TZVPD", "symbols": ["C", "C", "N", "C", "C", "N", "C", "O", "C", "S", "C", "N", "C", "C", "C", "C", "C", "C", "C", "O", "N", "C", "C", "C", "O", "C", "C", "C", "H", "H", "H", "H", "H", "H", "H", "H", "H", "H", "H", "H", "H", "H", "H", "H", "H", "H", "H", "H", "H", "H", "H", "H"], "xyz": [[-2.6362, -1.3116, -1.6317], [-3.5505, -0.4505, -0.8456], [-4.6514, -1.0252, -0.3379], [-3.2752, 0.8812, -0.5929], [-4.1728, 1.5891, 0.2261], [-4.9483, 2.1227, 0.8871], [-2.1145, 1.5780, -1.1276], [-1.3737, 1.1371, -1.9824], [-1.8417, 2.9264, -0.4798], [-1.3271, 2.5688, 1.2293], [0.2894, 1.9365, 0.9029], [0.8792, 2.3589, -0.1523], [2.1370, 1.9043, -0.4240], [2.7768, 2.3092, -1.6005], [4.0492, 1.8639, -1.8719], [4.7134, 1.0149, -0.9861], [4.0961, 0.6068, 0.1738], [2.8030, 1.0451, 0.4664], [2.1197, 0.5906, 1.6687], [2.5961, -0.1623, 2.4977], [0.8163, 1.0782, 1.8172], [0.0305, 0.5716, 2.9267], [-0.9389, -0.5321, 2.4922], [-0.2383, -1.6793, 1.7606], [-0.0728, -1.3279, 0.4003], [1.0205, -1.9459, -0.2676], [1.1210, -1.3025, -1.6488], [0.8524, -3.4624, -0.3829], [-2.4353, -0.8657, -2.6033], [-1.6777, -1.3659, -1.1109], [-3.0481, -2.3109, -1.7567], [-4.8377, -2.0010, -0.4877], [-5.2882, -0.4880, 0.2287], [-1.0231, 3.4420, -0.9784], [-2.7327, 3.5472, -0.4024], [2.2477, 2.9620, -2.2760], [4.5427, 2.1742, -2.7814], [5.7134, 0.6780, -1.2148], [4.5857, -0.0520, 0.8755], [-0.5206, 1.3982, 3.3823], [0.7477, 0.1699, 3.6478], [-1.4303, -0.9182, 3.3854], [-1.7012, -0.1192, 1.8295], [-0.8515, -2.5900, 1.8351], [0.7361, -1.8795, 2.2231], [1.9390, -1.7382, 0.3045], [0.8890, -0.2431, -1.5851], [0.4144, -1.7604, -2.3359], [2.1257, -1.4207, -2.0443], [-0.0928, -3.6984, -0.8678], [1.6643, -3.8674, -0.9803], [0.8742, -3.9364, 0.5956]], "forces_ev_per_angstrom": [[0.1, -0.1, -0.2], [-0.1, 0.2, 0.2], [0.1, 0.0, 0.0], [0.1, -0.7, -0.4], [-0.2, 0.0, 0.1], [-0.3, 0.2, 0.3], [0.1, 0.3, -0.1], [0.0, 0.0, 0.0], [0.5, 0.0, 0.1], [-0.3, 0.2, 0.2], [-0.1, 0.5, -0.6], [-0.3, 0.2, 0.0], [0.5, -0.4, 0.3], [0.1, -0.1, 0.0], [-0.1, 0.1, -0.1], [0.1, -0.1, 0.1], [0.0, 0.0, 0.0], [0.0, 0.2, -0.4], [0.0, 0.1, 0.1], [0.1, -0.1, 0.0], [0.4, 0.0, 0.0], [-0.4, -0.3, 0.4], [0.4, -0.1, -0.2], [-0.2, -0.2, 0.3], [-0.1, 0.2, 0.0], [0.3, -0.2, -0.3], [-0.1, 0.0, 0.4], [0.0, 0.4, 0.2], [0.0, 0.0, 0.0], [0.0, 0.0, 0.0], [0.0, -0.1, 0.0], [0.0, 0.1, 0.0], [-0.1, 0.0, 0.0], [-0.2, -0.1, -0.1], [0.0, 0.0, 0.0], [-0.1, 0.1, -0.1], [0.0, 0.0, -0.1], [0.1, 0.0, 0.0], [0.0, -0.1, 0.0], [0.1, -0.1, 0.0], [-0.2, 0.2, -0.1], [-0.1, 0.0, 0.0], [-0.1, 0.0, 0.0], [0.1, 0.1, 0.0], [0.0, 0.0, 0.0], [-0.1, 0.0, 0.0], [0.0, 0.1, 0.0], [-0.1, -0.1, -0.1], [0.1, 0.0, -0.1], [-0.1, 0.0, -0.1], [0.1, -0.1, -0.1], [0.0, -0.1, 0.1]], "de_lowest_kcal_mol": 28.0, "smiles": "C/C(N)=C(/C#N)C(=O)CSc1nc2ccccc2c(=O)n1CCCOC(C)C", "homo_lumo_gap_ev": 8.736, "homo_ha": -0.3027, "mol_weight_g_mol": 400.504}